one | # C5H9N3O

An isolated molecule of C5H9N3O (the ωB97M-V functional and the def2-TZVPD basis, the Open Molecules 2025 dataset).

The geometry in ORCA input format:
```
! wB97M-V def2-TZVPD RIJCOSX def2/J DEFGRID3
* xyz 0 1
C -1.9010 0.7607 0.8181
N -0.5412 0.5791 0.3356
C 0.4543 0.8347 1.2753
C -0.4052 -0.1698 -0.8326
N 1.6566 1.2220 0.7652
C 0.8995 -0.8060 -1.1171
C 1.0296 -2.1178 -0.8883
N -1.4139 -0.3448 -1.6227
O 0.3137 0.7621 2.4922
H 1.6170 1.8237 -0.0454
H 2.3092 1.5183 1.4807
H -1.1380 -0.9387 -2.4127
H 1.7059 -0.1942 -1.4979
H -2.5272 1.1880 0.0284
H -1.9329 1.4311 1.6826
H -2.3085 -0.2144 1.1058
H 1.9719 -2.6221 -1.0744
H 0.2101 -2.7119 -0.4927
*
```

- M: 127.1 g mol⁻¹
- Highest occupied orbital energy: -0.3475 Eh
- Frontier orbital gap: 10.22 eV
- SMILES: [H]/N=C(\C=C)N(C)C(N)=O

Atomic partial charges in e from the Löwdin method, atoms 1 to 4: number 1, C, carries -0.04; number 2, N, carries -0.03; number 3, C, carries -0.56; number 4, C, carries -0.41


two | # C5H9N3O

An isolated molecule of C5H9N3O (the ωB97M-V functional and the def2-TZVPD basis, the Open Molecules 2025 dataset).

The geometry in ORCA input format:
```
! wB97M-V def2-TZVPD RIJCOSX def2/J DEFGRID3
* xyz 0 1
C 0.8971 -0.7568 0.7815
C 2.2804 -0.9686 0.6252
C -1.1135 1.7824 -0.0557
C -2.0351 -0.5975 -0.3311
C -0.9332 0.4459 -0.7274
N 1.3948 0.0638 -1.2258
N 3.0640 -1.3977 1.4745
N 0.4129 -0.1333 -0.3081
O 2.4909 -0.4361 -0.7320
H 0.2619 -0.9579 1.6508
H -0.9931 1.7906 1.1118
H -0.2236 2.4730 -0.4205
H -2.0279 2.0480 -0.4414
H -1.9057 -1.4293 -0.9062
H -3.0239 -0.1658 -0.5476
H -1.7120 -0.8511 0.6909
H -0.8079 0.5543 -1.7883
H 3.9737 -1.4638 1.1492
*
```

- M: 127.1 g mol⁻¹
- Highest occupied orbital energy: -0.2760 Eh
- Frontier orbital gap: 8.29 eV

Atomic partial charges in e from the Löwdin method, atoms 1 to 4: number 1, C, carries -0.02; number 2, C, carries -0.41; number 3, C, carries -0.06; number 4, C, carries -0.01


Of them, the most stable is one and the least stable is two.


one | # C4H3NO2S

An isolated molecule of C4H3NO2S (the ωB97M-V functional and the def2-TZVPD basis, the Open Molecules 2025 dataset).

The geometry in ORCA input format:
```
! wB97M-V def2-TZVPD RIJCOSX def2/J DEFGRID3
* xyz 0 1
C -1.3636 -0.3833 -0.0484
C 0.1126 -0.6075 -0.3756
C 1.1194 0.3416 -0.0294
C 2.4141 -0.0355 0.5164
H -1.9798 1.5720 0.4498
H -2.0733 -0.0713 -0.9045
H -1.7205 -1.3141 0.1900
N 3.5208 -0.3652 0.5546
O -1.5163 0.6008 0.9891
O 0.5341 -1.6349 -0.8018
S 0.9525 1.8974 -0.5402
*
```

- M: 129.1 g mol⁻¹
- Highest occupied orbital energy: -0.3649 Eh
- Frontier orbital gap: 7.73 eV
- SMILES: N#CC(=S)C(=O)CO

Atomic partial charges in e from the Löwdin method, atoms 1 to 4: number 1, C, carries -0.20; number 2, C, carries -0.47; number 3, C, carries -0.65; number 4, C, carries -0.22


two | # C4H3NO2S

A 2-piece molecular cluster, C4H3NO2S overall (the ωB97M-V functional and the def2-TZVPD basis, the Open Molecules 2025 dataset).

The geometry in ORCA input format:
```
! wB97M-V def2-TZVPD RIJCOSX def2/J DEFGRID3
* xyz 0 1
C -0.1937 -1.4413 -0.3982
C 0.4111 -0.7858 -1.4461
C 1.3457 1.4645 2.1148
C -1.5467 0.2918 -0.6029
N -1.2099 -0.7765 0.0768
O 1.6053 0.5414 1.5392
O 0.8765 2.3758 2.6330
S -0.4187 0.5766 -1.9178
H 0.0248 -2.3231 0.1150
H 1.4762 -0.9162 -1.6642
H -2.3704 0.9929 -0.4497
*
```

- M: 129.1 g mol⁻¹
- Highest occupied orbital energy: -0.3393 Eh
- Frontier orbital gap: 9.74 eV
- SMILES: c1cscn1.O=C=O

Atomic partial charges in e from the Löwdin method, atoms 1 to 4: number 1, C, carries -0.28; number 2, C, carries -0.47; number 3, C, carries -0.46; number 4, C, carries -0.43


Of them, the most stable is two and the least stable is one.


one | # C3H2CrO2

C3H2CrO2 as an isolated structure (the ωB97M-V functional and the def2-TZVPD basis, the Open Molecules 2025 dataset).

The geometry in ORCA input format:
```
! wB97M-V def2-TZVPD RIJCOSX def2/J DEFGRID3
* xyz 2 5
O 0.0767 -0.5824 -0.9750
C 0.3731 -1.3155 2.2984
C -0.2017 0.2184 -0.0896
O 0.6283 0.1038 1.2492
C -0.5623 -0.5449 1.5986
Cr -0.0712 -0.9945 -2.7487
H -0.6763 1.1912 -0.2918
H -1.3065 -0.0417 2.2292
*
```

- M: 122.0 g mol⁻¹
- Highest occupied orbital energy (alpha / beta): -0.6900 / -0.6915 Eh
- Frontier orbital gap (alpha / beta): 5.69 / 6.94 eV

Atomic partial charges in e from the Löwdin method, atoms 1 to 4: number 1, O, carries -0.12; number 2, C, carries 0.53; number 3, C, carries -0.10; number 4, O, carries -0.05


two | # C3H2CrO2

C3H2CrO2 as an isolated structure (the ωB97M-V functional and the def2-TZVPD basis, the Open Molecules 2025 dataset).

The geometry in ORCA input format:
```
! wB97M-V def2-TZVPD RIJCOSX def2/J DEFGRID3
* xyz 2 5
O 1.1258 0.1983 0.1404
C -1.2551 1.8911 0.9722
C 0.0118 -0.3112 0.2801
O -1.5478 1.0267 -0.0595
C -1.0563 0.4082 1.1495
Cr 2.8782 -0.1171 -0.2609
H -0.1844 -1.3597 0.0071
H -1.7618 -0.1410 1.7739
*
```

- M: 122.0 g mol⁻¹
- Highest occupied orbital energy (alpha / beta): -0.6907 / -0.6902 Eh
- Frontier orbital gap (alpha / beta): 5.52 / 6.76 eV

Atomic partial charges in e from the Löwdin method, atoms 1 to 4: number 1, O, carries -0.10; number 2, C, carries 0.32; number 3, C, carries -0.01; number 4, O, carries 0.04


Of them, the most stable is two and the least stable is one.


one | # C9H8O3

An isolated molecule of C9H8O3 (the ωB97M-V functional and the def2-TZVPD basis, the Open Molecules 2025 dataset).

The geometry in ORCA input format:
```
! wB97M-V def2-TZVPD RIJCOSX def2/J DEFGRID3
* xyz 0 1
C -3.0279 0.7010 -0.1812
C -2.0387 1.2179 0.5816
C -2.8732 -0.6398 -0.6258
C -0.7615 0.6023 0.6348
C -1.7038 -1.2984 -0.5097
C -0.5943 -0.6055 0.0810
C 3.2618 -0.3180 0.2888
C 0.6261 -1.3333 0.1641
C 1.9577 -0.1765 -0.0260
O 0.8944 -2.4958 0.3098
O 3.9678 0.8404 0.0227
O 1.4856 0.8312 -0.8345
H -3.9627 1.2050 -0.5360
H -2.1830 2.1693 0.9939
H -3.7596 -1.0668 -0.9762
H -0.0055 1.3475 0.7935
H -1.8360 -2.3194 -0.6803
H 3.6135 -1.0854 0.9402
H 4.8020 0.9083 0.4772
H 2.1372 1.5157 -0.9179
*
```

- M: 164.2 g mol⁻¹
- Highest occupied orbital energy: -0.3042 Eh
- Frontier orbital gap: 8.56 eV
- SMILES: O=C(/C(O)=C/O)c1ccccc1

Atomic partial charges in e from the Löwdin method, atoms 1 to 4: number 1, C, carries -0.06; number 2, C, carries -0.06; number 3, C, carries -0.08; number 4, C, carries -0.01


two | # C9H8O3

An isolated molecule of C9H8O3 (the ωB97M-V functional and the def2-TZVPD basis, the Open Molecules 2025 dataset).

The geometry in ORCA input format:
```
! wB97M-V def2-TZVPD RIJCOSX def2/J DEFGRID3
* xyz 0 1
C -0.2176 0.6939 2.1556
C -1.5626 0.5811 1.8044
C -1.9833 0.3658 0.4241
C -0.9357 -0.0861 -0.4206
C -1.2512 -0.2434 -1.8099
C -0.5580 -0.7686 -2.8190
C 0.7332 -1.5272 -2.7644
C 0.3335 -0.1086 0.0721
C 0.7943 0.3462 1.2707
H -0.6360 1.6209 3.7556
H -2.3900 0.6030 2.5926
H -3.0011 0.4301 0.1610
H -2.3088 -0.0596 -1.9719
H -1.0470 -0.8242 -3.7695
H 0.7488 -2.2905 -2.0027
H 1.2901 -0.3067 -0.4838
H 2.3415 0.8891 2.3448
O 0.2251 1.2772 3.2651
O 1.7542 -1.1625 -3.3119
O 2.1316 0.4377 1.5336
*
```

- M: 164.2 g mol⁻¹
- Highest occupied orbital energy: -0.3034 Eh
- Frontier orbital gap: 8.61 eV
- SMILES: O=C/C=C\c1ccc(O)c(O)c1

Atomic partial charges in e from the Löwdin method, atoms 1 to 4: number 1, C, carries -0.32; number 2, C, carries 0.00; number 3, C, carries 0.01; number 4, C, carries -0.24


Of them, the most stable is two and the least stable is one.


one | # C10H12N2

An isolated molecule of C10H12N2 (the ωB97M-V functional and the def2-TZVPD basis, the Open Molecules 2025 dataset).

The geometry in ORCA input format:
```
! wB97M-V def2-TZVPD RIJCOSX def2/J DEFGRID3
* xyz 0 1
C 3.4700 -0.8803 -0.0171
C 2.1609 -1.1480 0.2772
C 3.8730 0.4232 -0.2306
C 1.2243 -0.1807 0.0814
C 1.7516 1.1191 -0.0263
C -0.3588 1.9291 0.0653
C -0.2474 -0.3435 0.1023
C -1.5314 2.8051 -0.2158
C -0.7471 -1.1007 1.2748
C -0.9650 -0.7744 -1.1459
N 3.0166 1.4152 -0.0711
N 0.8447 2.1896 -0.1648
H 4.2685 -1.6776 0.0620
H 1.7992 -2.0271 0.7949
H 4.8969 0.6627 -0.4885
H -2.2106 3.0460 0.6776
H -2.0652 2.3921 -1.0531
H -1.1470 3.7686 -0.4272
H -0.2253 -2.0358 1.3274
H -1.8969 -1.1310 1.2148
H -0.5711 -0.5240 2.2141
H -2.0839 -0.8983 -1.0569
H -0.7270 -1.7838 -1.3733
H -0.7909 -0.2802 -2.1894
*
```

- M: 160.2 g mol⁻¹
- Highest occupied orbital energy: -0.2959 Eh
- Frontier orbital gap: 8.68 eV

Atomic partial charges in e from the Löwdin method, atoms 1 to 4: number 1, C, carries -0.07; number 2, C, carries -0.04; number 3, C, carries -0.14; number 4, C, carries -0.16


two | # C10H12N2

An isolated molecule of C10H12N2 (the ωB97M-V functional and the def2-TZVPD basis, the Open Molecules 2025 dataset).

The geometry in ORCA input format:
```
! wB97M-V def2-TZVPD RIJCOSX def2/J DEFGRID3
* xyz 0 1
C -1.7446 0.7365 1.4437
C 0.8010 3.8922 0.6736
C -0.1318 3.0522 1.0866
C 1.8943 3.0855 0.1512
C 0.2941 1.6817 0.7117
C 0.9943 -1.2467 -0.7907
C -0.4498 0.5206 0.7943
C -0.3255 -0.8145 0.0259
C -0.5586 -1.8985 1.0407
C -1.5227 -0.7082 -1.0590
N -2.7945 0.9033 1.8895
N 1.5393 1.8158 0.2142
H 0.6422 4.9799 0.5994
H -1.1924 3.2047 1.3676
H 2.7521 3.4860 -0.3467
H 0.6806 -2.1093 -1.4949
H 1.7965 -1.6539 -0.0966
H -1.6435 -1.6923 1.3108
H 0.0905 -1.8152 1.9498
H -0.4562 -2.9100 0.5451
H -2.5329 -0.9230 -0.6291
H -1.2707 -1.5912 -1.5543
H -1.4240 0.1873 -1.7220
H 1.5741 -0.4549 -1.3691
*
```

- M: 160.2 g mol⁻¹
- Highest occupied orbital energy: -0.3496 Eh
- Frontier orbital gap: 8.28 eV
- SMILES: CC(C)(C)/C(C#N)=C1/C=CC=N1

Atomic partial charges in e from the Löwdin method, atoms 1 to 4: number 1, C, carries -0.21; number 2, C, carries -0.08; number 3, C, carries -0.04; number 4, C, carries -0.08


Of them, the most stable is two and the least stable is one.


one | # C5H9N4O

An isolated ion of composition C5H9N4O and charge +1 (the ωB97M-V functional and the def2-TZVPD basis, the Open Molecules 2025 dataset).

The geometry in ORCA input format:
```
! wB97M-V def2-TZVPD RIJCOSX def2/J DEFGRID3
* xyz 1 1
C 2.3970 -0.3310 0.0868
C -0.2158 0.7774 0.0802
C 1.1799 -1.2686 -0.3094
C -2.4275 0.0303 0.0706
C -1.3693 -1.1353 0.2575
N 2.1283 1.0210 0.0628
N -1.5088 1.1591 0.1819
N -0.0518 -0.5291 0.0775
N 0.9125 1.5909 -0.2989
O 3.4900 -0.7224 0.3352
H 1.2158 -1.2647 -1.3971
H 0.9937 -2.2466 0.0099
H -2.8017 0.0516 -0.9203
H -3.1485 0.1557 0.8436
H -1.3556 -1.6033 1.2326
H -1.4237 -1.9476 -0.4369
H 3.0067 1.5819 0.0646
H -1.9764 2.1057 0.4188
H 0.9552 2.5748 -0.3596
*
```

- M: 141.2 g mol⁻¹
- Highest occupied orbital energy: -0.4869 Eh
- Frontier orbital gap: 10.19 eV
- SMILES: O=C1CN2CCNC2=[NH+]N1

Atomic partial charges in e from the Löwdin method, atoms 1 to 4: number 1, C, carries -0.43; number 2, C, carries -0.23; number 3, C, carries 0.06; number 4, C, carries -0.06


two | # C5H9N4O

An isolated ion of composition C5H9N4O and charge +1 (the ωB97M-V functional and the def2-TZVPD basis, the Open Molecules 2025 dataset).

The geometry in ORCA input format:
```
! wB97M-V def2-TZVPD RIJCOSX def2/J DEFGRID3
* xyz 1 1
C -0.5963 1.8018 0.0604
C 0.6739 0.1431 -1.1360
C -2.2822 0.4648 0.8141
C 0.4996 -2.2864 -0.9297
C -0.4061 0.5884 2.3177
N 0.1979 1.4217 -0.7829
N 0.1296 -0.8867 -0.6016
N -1.1654 0.9118 1.1529
N 1.7509 0.2612 -1.9756
O -3.2917 0.1104 0.3700
H -0.9078 2.8491 0.1987
H -0.2262 -2.3928 -1.6811
H 1.5172 -2.2874 -1.1156
H 0.2035 -2.8147 -0.0092
H -0.9476 0.2043 3.0911
H 0.0889 1.4781 2.7390
H 0.2815 -0.1809 1.9972
H 2.1707 1.1361 -2.2425
H 2.3097 -0.5219 -2.2672
*
```

- M: 141.2 g mol⁻¹
- Highest occupied orbital energy: -0.4778 Eh
- Frontier orbital gap: 8.07 eV
- SMILES: C/N=C(N)/N=C\[N+](C)=C=O

Atomic partial charges in e from the Löwdin method, atoms 1 to 4: number 1, C, carries -0.05; number 2, C, carries -0.45; number 3, C, carries -0.10; number 4, C, carries -0.04


Of them, the most stable is one and the least stable is two.